No. 1
DFT (wB97M-V/def2-TZVPD) results for a molecular structure, C59H41I4MoN6SbSe4 in a non-equilibrium geometry.

Computed properties:
<S²>: 2.0693
HOMO-LUMO gap (spin up / spin down): 0.1799 / 0.1850 Ha
multiplicity: 3
LUMO level (spin up / spin down): -2.60 / -2.51 eV
max |F|: 2.51 eV Å⁻¹

CARTESIAN COORDINATES (ANGSTROEM)
Mo (-0.249, 0.392, 0.539)
I (-4.942, -0.441, -8.153)
C (-3.923, -0.279, -6.309)
C (-4.059, -1.285, -5.368)
C (-3.410, -1.167, -4.154)
C (-2.632, -0.048, -3.864)
C (-2.503, 0.949, -4.824)
C (-3.144, 0.835, -6.046)
C (-2.008, 0.052, -2.524)
C (-1.093, -0.919, -2.151)
C (-0.719, -2.051, -2.942)
C (-0.124, -2.936, -2.104)
C (-0.116, -2.344, -0.801)
C (0.050, -3.070, 0.374)
C (0.280, -4.524, 0.248)
C (1.441, -5.029, -0.324)
C (1.601, -6.393, -0.496)
C (0.591, -7.251, -0.099)
I (0.799, -9.333, -0.397)
C (-0.561, -6.768, 0.497)
C (-0.712, -5.405, 0.672)
C (-0.121, -2.544, 1.656)
N (-0.320, -1.213, 1.927)
C (-0.171, -1.091, 3.290)
C (-0.099, 0.124, 3.980)
C (0.017, 0.093, 5.456)
C (1.074, 0.680, 6.139)
C (1.103, 0.680, 7.522)
C (0.044, 0.130, 8.222)
I (0.009, 0.225, 10.334)
C (-1.018, -0.463, 7.559)
C (-1.020, -0.492, 6.179)
C (-0.372, 1.354, 3.393)
C (-0.610, 2.546, 4.156)
C (-1.482, 3.299, 3.445)
C (-1.745, 2.592, 2.228)
N (-0.935, 1.486, 2.133)
C (-2.790, 2.838, 1.357)
C (-2.975, 2.131, 0.171)
C (-3.972, 2.483, -0.789)
C (-3.687, 1.776, -1.912)
C (-2.546, 0.969, -1.615)
N (-2.139, 1.165, -0.323)
C (-3.817, 3.819, 1.769)
C (-5.001, 3.319, 2.300)
C (-5.986, 4.174, 2.753)
C (-5.783, 5.541, 2.665)
I (-7.270, 6.853, 3.394)
C (-4.615, 6.055, 2.129)
C (-3.629, 5.191, 1.685)
C (0.042, -2.370, 3.882)
C (0.075, -3.273, 2.865)
N (-0.613, -1.058, -0.870)
H (-4.672, -2.149, -5.573)
H (-3.531, -1.942, -3.410)
H (-1.903, 1.824, -4.615)
H (-3.046, 1.613, -6.787)
H (-0.915, -2.167, -3.990)
H (0.242, -3.915, -2.338)
H (2.231, -4.356, -0.622)
H (2.505, -6.778, -0.941)
H (-1.339, -7.441, 0.822)
H (-1.615, -5.025, 1.126)
H (1.891, 1.138, 5.600)
H (1.948, 1.115, 8.035)
H (-1.838, -0.898, 8.109)
H (-1.846, -0.949, 5.654)
H (-0.193, 2.734, 5.124)
H (-1.932, 4.234, 3.717)
H (-4.755, 3.197, -0.627)
H (-4.199, 1.787, -2.853)
H (-5.134, 2.250, 2.374)
H (-6.895, 3.771, 3.171)
H (-4.465, 7.121, 2.059)
H (-2.712, 5.586, 1.274)
H (0.209, -2.551, 4.925)
H (0.265, -4.325, 2.923)
C (4.716, 2.471, -2.181)
C (4.811, 1.491, -1.007)
C (4.856, 0.079, -1.509)
C (6.059, -0.604, -1.571)
C (6.136, -1.848, -2.173)
C (5.022, -2.362, -2.809)
C (3.806, -1.692, -2.787)
C (2.700, -2.185, -3.674)
C (3.068, -1.878, -5.128)
C (3.697, -0.505, -2.057)
N (2.485, 0.111, -1.771)
C (1.760, 0.765, -2.591)
C (0.753, 1.691, -2.187)
C (0.438, 2.821, -2.942)
C (-0.142, 3.740, -2.070)
C (-0.178, 3.131, -0.833)
N (0.329, 1.880, -0.886)
H (5.030, 3.465, -1.874)
H (3.694, 2.542, -2.548)
H (5.350, 2.147, -3.005)
H (3.935, 1.631, -0.364)
H (5.709, 1.700, -0.423)
H (6.945, -0.153, -1.145)
H (7.066, -2.394, -2.195)
H (5.093, -3.293, -3.355)
H (1.753, -1.703, -3.428)
H (2.570, -3.263, -3.557)
H (3.137, -0.804, -5.291)
H (2.321, -2.283, -5.806)
H (4.035, -2.312, -5.368)
H (1.999, 0.805, -3.664)
H (0.676, 2.961, -3.980)
H (-0.467, 4.735, -2.299)
H (-0.508, 3.554, 0.103)
Se (3.703, 2.516, 4.009)
Sb (3.816, 0.338, 2.918)
Se (3.345, -1.512, 4.455)
Se (6.029, -0.073, 1.940)
Se (1.939, 0.403, 1.039)

***

No. 2
DFT (wB97M-V/def2-TZVPD) results for a molecular structure, H20O10 in a non-equilibrium geometry.

Computed properties:
energy above the lowest of the compared OMol25 structures with the same formula, charge and spin: 1457.8 kJ/mol
HOMO-LUMO gap: 0.3343 Ha
LUMO level: -0.59 eV
max |F|: 10.43 eV Å⁻¹

CARTESIAN COORDINATES (ANGSTROEM)
O (0.022, -0.012, -2.687)
H (0.849, 0.468, -2.731)
H (0.085, -0.524, -1.881)
O (0.499, -0.132, 0.130)
H (0.262, -1.003, -0.187)
H (-0.291, 0.394, -0.001)
O (-1.113, 2.404, 1.400)
H (-0.770, 2.818, 0.608)
H (-0.562, 1.631, 1.524)
O (2.095, -2.602, 0.059)
H (1.158, -2.715, 0.219)
H (2.459, -2.371, 0.914)
O (-0.275, 0.818, 2.122)
H (-0.101, 1.155, 3.001)
H (0.515, 0.330, 1.891)
O (2.191, 0.158, -1.247)
H (2.146, 1.081, -1.496)
H (1.578, 0.076, -0.517)
O (-2.162, 2.144, -1.029)
H (-2.676, 1.532, -1.555)
H (-1.553, 1.590, -0.542)
O (1.118, -1.017, 2.061)
H (0.536, -0.870, 1.315)
H (0.533, -1.054, 2.818)
O (-0.524, -1.720, -1.028)
H (-1.218, -1.396, -1.603)
H (0.162, -2.020, -1.624)
O (-1.440, 0.525, -0.192)
H (-2.017, -0.172, -0.503)
H (-1.504, 0.482, 0.762)

***

No. 3
DFT (wB97M-V/def2-TZVPD) results for a molecular structure, B4CsF16 in a non-equilibrium geometry.

Computed properties:
energy above the lowest of the compared OMol25 structures with the same formula, charge and spin: 102.5 kJ/mol
net charge: -3
HOMO-LUMO gap: 0.3543 Ha
LUMO level: 6.64 eV
max |F|: 4.29 eV Å⁻¹

CARTESIAN COORDINATES (ANGSTROEM)
Cs (17.791, -30.766, -2.079)
B (17.832, -28.773, 1.070)
F (16.850, -29.673, 1.472)
F (17.869, -28.620, -0.310)
F (17.432, -27.640, 1.779)
F (18.956, -29.395, 1.475)
B (14.980, -32.519, -1.077)
F (13.732, -33.033, -0.798)
F (15.939, -33.226, -0.450)
F (15.138, -32.650, -2.448)
F (15.222, -31.135, -0.855)
B (16.605, -29.822, -5.518)
F (15.292, -30.033, -5.144)
F (17.160, -29.184, -4.489)
F (17.358, -30.970, -5.763)
F (16.659, -28.967, -6.534)
B (20.907, -32.241, -2.581)
F (20.740, -31.033, -1.974)
F (21.575, -33.119, -1.715)
F (19.618, -32.669, -2.846)
F (21.623, -32.021, -3.715)

***

No. 4
DFT (wB97M-V/def2-TZVPD) results for CHCl2OPS in the gas phase in a non-equilibrium geometry.

Computed properties:
energy above the lowest of the compared OMol25 structures with the same formula, charge and spin: 217.6 kJ/mol
HOMO-LUMO gap: 0.2997 Ha
LUMO level: -1.08 eV
max |F|: 2.48 eV Å⁻¹

CARTESIAN COORDINATES (ANGSTROEM)
C (-1.803, 0.580, 0.992)
O (-0.233, -0.713, -0.859)
P (1.293, -0.826, -1.197)
S (-0.567, -0.268, 0.997)
Cl (2.130, -1.347, 0.579)
Cl (1.677, 1.285, -1.090)
H (-2.497, 1.290, 0.577)